(1)
Formula: C5H6O2
Source: the Open Molecules 2025 dataset
Level of theory: ωB97M-V with the def2-TZVPD basis set

The geometry in XYZ format:
```
13
Properties=species:S:1:pos:R:3
C 2.316 0.719 -0.280
C 1.060 0.376 -0.594
C 0.455 -0.723 0.217
C -2.053 0.119 0.595
C -1.189 -0.897 0.037
O 1.111 -1.416 0.940
O -1.898 -0.055 -0.808
H 2.990 1.542 -0.806
H 2.971 0.316 0.427
H 0.455 0.919 -1.453
H -3.116 -0.109 0.818
H -1.486 1.072 0.838
H -1.616 -1.863 0.072
```

Summary:
- HOMO-LUMO gap (alpha / beta): 7.307 / 6.953 eV
- E: -9370.4581 eV
- M: 98.1 g mol⁻¹
- Energy above the lowest of the compared OMol25 structures with the same formula, charge and spin: 218.44 kJ/mol
- HOMO (alpha / beta): -6.34 / -10.03 eV
- Multiplicity: 3



(2)
Formula: CHF3MgNO3PtS2
Source: the Open Molecules 2025 dataset
Level of theory: ωB97M-V with the def2-TZVPD basis set

The geometry in XYZ format:
```
13
Properties=species:S:1:pos:R:3
Mg -1.702 0.967 2.278
N -0.929 -1.263 -0.112
S -0.692 -1.829 1.532
O -1.695 -0.912 2.411
S -0.268 0.087 -0.379
O -0.745 1.298 0.511
O -0.504 0.649 -1.750
C 1.633 0.154 -0.103
F 1.894 0.601 1.103
F 2.110 -1.055 -0.258
F 2.139 0.964 -1.004
Pt -1.166 2.219 -1.062
H -0.074 -1.881 -3.167
```

Summary:
- HOMO-LUMO gap (alpha / beta): 5.142 / 5.146 eV
- E: -47183.8111 eV
- M: 415.5 g mol⁻¹
- Energy above the lowest of the compared OMol25 structures with the same formula, charge and spin: 162.72 kJ/mol
- HOMO (alpha / beta): -11.76 / -11.76 eV
- Multiplicity: 3
- Charge: +1



(3)
Formula: C16H25N4OSTl
Source: the Open Molecules 2025 dataset
Level of theory: ωB97M-V with the def2-TZVPD basis set

The geometry in XYZ format:
```
48
Properties=species:S:1:pos:R:3
Tl 0.219 -0.672 1.824
N 0.966 0.044 3.812
C 2.274 -0.616 4.096
C 2.155 -2.117 3.865
N 1.771 -2.427 2.468
C 2.960 -2.404 1.572
C 2.642 -1.782 0.224
N 2.261 -0.374 0.456
C 1.066 -3.730 2.340
C -0.273 -3.775 3.058
N -1.126 -2.660 2.612
H 1.059 1.058 3.841
H 0.287 -0.194 4.534
H 2.576 -0.408 5.121
H 3.015 -0.168 3.435
H 1.402 -2.517 4.544
H 3.100 -2.600 4.124
H 3.360 -3.414 1.460
H 3.741 -1.810 2.051
H 1.797 -2.287 -0.251
H 3.496 -1.877 -0.447
H 1.971 0.085 -0.404
H 3.062 0.144 0.807
H 1.707 -4.540 2.701
H 0.908 -3.896 1.272
H -0.148 -3.693 4.137
H -0.731 -4.748 2.878
H -1.899 -2.513 3.255
H -1.558 -2.866 1.713
C -3.020 6.058 -6.248
C -2.805 5.150 -5.071
O -2.757 5.490 -3.927
S -2.578 3.434 -5.617
C -2.232 2.569 -4.126
C -1.291 1.537 -4.214
C -0.988 0.774 -3.109
C -1.619 1.040 -1.886
C -2.575 2.059 -1.805
C -2.886 2.814 -2.917
C -1.285 0.290 -0.731
C -1.037 -0.424 0.230
H -3.253 7.055 -5.887
H -3.833 5.683 -6.870
H -2.116 6.083 -6.858
H -0.800 1.342 -5.158
H -0.269 -0.031 -3.185
H -3.084 2.245 -0.869
H -3.634 3.587 -2.850
```

Summary:
- HOMO-LUMO gap: 6.074 eV
- E: -40517.6662 eV
- M: 525.9 g mol⁻¹
- HOMO: -12.86 eV
- Charge: +2



(4)
Formula: C42H58O16S3
Source: the Open Molecules 2025 dataset
Level of theory: ωB97M-V with the def2-TZVPD basis set

The geometry in XYZ format:
```
119
Properties=species:S:1:pos:R:3
C 4.895 -0.026 4.024
C 5.768 0.297 2.817
C 4.962 0.981 1.715
O 5.702 2.037 1.148
C 4.897 2.942 0.393
C 4.383 2.234 -0.849
C 5.353 1.802 -1.754
C 5.023 1.132 -2.925
C 3.686 0.859 -3.184
C 2.714 1.280 -2.293
C 3.036 1.986 -1.126
C 1.912 2.450 -0.263
O 1.940 3.519 0.294
C 0.725 1.540 -0.179
C -0.062 1.445 0.975
C 0.267 2.295 2.184
O -0.057 1.631 3.411
C 0.896 1.653 4.368
C 0.971 0.364 5.132
O 1.582 2.601 4.606
C -1.166 0.569 0.933
C -2.163 0.383 2.057
C -2.939 1.642 2.426
C -3.758 2.204 1.255
C -4.649 1.181 0.608
C -5.594 0.441 1.311
C -6.403 -0.494 0.677
C -6.288 -0.716 -0.691
C -5.361 0.033 -1.402
C -4.550 0.969 -0.767
C -1.402 -0.176 -0.214
C -0.625 -0.092 -1.366
C -1.006 -0.973 -2.534
C -1.052 -2.448 -2.105
O -0.030 -3.181 -2.843
C 0.609 -4.095 -2.101
O 0.072 -4.950 -1.472
C 0.437 0.806 -1.342
C 1.280 1.014 -2.550
O 0.830 1.010 -3.671
H 5.499 -0.467 4.808
H 4.342 0.848 4.364
H 4.166 -0.783 3.733
H 6.663 0.862 3.063
H 6.111 -0.658 2.416
H 4.009 1.371 2.102
H 4.702 0.214 0.975
H 4.109 3.339 1.023
H 5.593 3.715 0.082
H 6.398 1.990 -1.555
H 5.801 0.840 -3.610
H 3.413 0.336 -4.089
H 1.329 2.502 2.179
H -0.235 3.258 2.096
H 1.563 -0.335 4.547
H -0.035 -0.050 5.174
H 1.376 0.548 6.116
H -1.624 0.042 2.937
H -2.852 -0.413 1.788
H -3.644 1.353 3.209
H -2.325 2.413 2.877
H -3.082 2.668 0.539
H -4.393 2.991 1.665
H -5.722 0.593 2.377
H -7.131 -1.054 1.246
H -6.890 -1.458 -1.191
H -5.270 -0.117 -2.469
H -3.848 1.520 -1.377
H -2.256 -0.842 -0.221
H -0.285 -0.918 -3.336
H -2.002 -0.693 -2.864
H -2.017 -2.908 -2.301
H -0.847 -2.576 -1.046
H 1.702 -4.014 -2.091
O -6.569 -3.499 -3.891
S -7.533 -3.403 -4.946
O -8.500 -2.350 -4.948
O -8.279 -4.800 -5.087
C -8.886 -5.361 -3.904
C -10.189 -4.679 -3.541
C -6.711 -3.430 -6.501
H -8.175 -5.332 -3.077
H -9.065 -6.408 -4.143
H -10.024 -3.649 -3.227
H -10.673 -5.211 -2.721
H -10.863 -4.656 -4.397
H -6.001 -4.252 -6.510
H -6.195 -2.479 -6.608
H -7.454 -3.545 -7.286
O 7.037 -4.665 4.645
S 5.698 -4.282 4.969
O 5.383 -2.911 5.234
O 5.182 -5.180 6.174
C 5.992 -5.233 7.368
C 5.859 -3.984 8.216
C 4.591 -4.896 3.746
H 7.031 -5.425 7.099
H 5.633 -6.099 7.920
H 6.281 -3.115 7.711
H 6.385 -4.117 9.161
H 4.810 -3.768 8.420
H 4.810 -5.946 3.570
H 4.759 -4.316 2.842
H 3.572 -4.762 4.097
O 0.090 7.239 -5.369
S 1.002 7.197 -4.267
O 2.413 7.172 -4.497
O 0.602 5.988 -3.318
C 0.473 4.677 -3.909
C 1.812 4.031 -4.194
C 0.628 8.494 -3.137
H -0.141 4.738 -4.809
H -0.079 4.085 -3.180
H 2.353 4.565 -4.976
H 1.669 3.004 -4.520
H 2.439 4.040 -3.301
H -0.440 8.490 -2.939
H 0.923 9.427 -3.611
H 1.198 8.338 -2.225
```

Summary:
- HOMO-LUMO gap: 8.309 eV
- E: -109759.3846 eV
- M: 915.1 g mol⁻¹
- SMILES: CCCOCc1cccc2c1C(=O)c1c(COC(C)=O)c(CCCc3ccccc3)cc(CCOC=O)c1C2=O.CCOS(C)(=O)=O.CCOS(C)(=O)=O.CCOS(C)(=O)=O
- HOMO: -9.12 eV



(5)
Formula: C6H6N5
Source: the Open Molecules 2025 dataset
Level of theory: ωB97M-V with the def2-TZVPD basis set

The geometry in XYZ format:
```
17
Properties=species:S:1:pos:R:3
C -3.678 -0.553 0.101
C -0.316 1.771 -0.256
C 0.514 0.658 -0.005
C -1.680 -0.086 -0.674
C 0.763 -1.563 -0.066
C 1.939 -0.968 0.178
N -4.506 -0.172 0.777
N -0.186 -0.509 -0.122
N -1.621 1.219 -0.569
N 1.806 0.401 0.168
N -2.684 -0.925 -0.644
H -0.253 2.754 -0.145
H 0.558 -2.609 -0.131
H 2.774 -1.600 0.311
H -2.429 1.858 -0.620
H 2.533 1.033 0.114
H -3.002 -1.728 -1.327
```

Summary:
- HOMO-LUMO gap (alpha / beta): 8.276 / 8.277 eV
- E: -13760.0103 eV
- M: 148.1 g mol⁻¹
- SMILES: N#C/[NH+]=c1\[nH]cc2[nH]ccn12
- Energy above the lowest of the compared OMol25 structures with the same formula, charge and spin: 0.00 kJ/mol
- HOMO (alpha / beta): -12.45 / -12.45 eV
- Charge: +1



(6)
Formula: C13H8F6O11Re
Source: the Open Molecules 2025 dataset
Level of theory: ωB97M-V with the def2-TZVPD basis set

The geometry in XYZ format:
```
39
Properties=species:S:1:pos:R:3
Re -0.383 -0.369 0.838
O 1.751 2.234 3.299
C 0.907 1.663 2.477
O 0.655 0.466 2.510
C 0.299 2.585 1.470
O -0.683 1.901 0.703
C -2.043 2.246 1.024
C -2.571 1.245 2.008
O -3.418 1.487 2.817
O -2.018 0.042 1.807
H 2.121 1.550 3.881
H 1.105 2.921 0.819
H -0.121 3.455 1.971
H -2.616 2.151 0.102
H -2.122 3.263 1.396
O -2.603 -5.766 -1.042
C -2.181 -4.715 -0.679
C -2.012 -3.437 -1.554
O -2.267 -3.315 -2.719
C -1.453 -2.458 -0.611
C -1.235 -2.966 0.631
O -0.655 -2.171 1.515
C -1.665 -4.376 0.753
O -1.628 -5.108 1.699
O -1.081 -1.204 -0.811
C 1.719 -0.749 -2.216
C 1.653 0.515 -1.376
O 1.148 0.285 -0.077
C 0.819 1.575 -2.140
F 0.865 2.799 -1.579
F -0.461 1.202 -2.199
F 1.269 1.697 -3.395
C 3.086 1.024 -1.096
F 3.776 0.063 -0.467
F 3.731 1.336 -2.224
F 3.107 2.108 -0.295
H 0.714 -1.084 -2.457
H 2.226 -1.521 -1.641
H 2.267 -0.571 -3.139
```

Summary:
- HOMO-LUMO gap (alpha / beta): 7.370 / 7.623 eV
- E: -54568.2346 eV
- M: 640.4 g mol⁻¹
- Energy above the lowest of the compared OMol25 structures with the same formula, charge and spin: 30.83 kJ/mol
- HOMO (alpha / beta): -8.76 / -8.88 eV
- Multiplicity: 2



Please write out number 1 again, unchanged.
Formula: C5H6O2
Source: the Open Molecules 2025 dataset
Level of theory: ωB97M-V with the def2-TZVPD basis set

The geometry in XYZ format:
```
13
Properties=species:S:1:pos:R:3
C 2.316 0.719 -0.280
C 1.060 0.376 -0.594
C 0.455 -0.723 0.217
C -2.053 0.119 0.595
C -1.189 -0.897 0.037
O 1.111 -1.416 0.940
O -1.898 -0.055 -0.808
H 2.990 1.542 -0.806
H 2.971 0.316 0.427
H 0.455 0.919 -1.453
H -3.116 -0.109 0.818
H -1.486 1.072 0.838
H -1.616 -1.863 0.072
```

Summary:
- HOMO-LUMO gap (alpha / beta): 7.307 / 6.953 eV
- E: -9370.4581 eV
- M: 98.1 g mol⁻¹
- Energy above the lowest of the compared OMol25 structures with the same formula, charge and spin: 218.44 kJ/mol
- HOMO (alpha / beta): -6.34 / -10.03 eV
- Multiplicity: 3